Here is a cluster of 12 separate species, C88H196N12O12 in total from the OMol25 dataset. Energies are from wB97M-V/def2-TZVPD.

Geometry (Å):
H -5.457 1.048 -1.683
H 4.375 -3.887 5.868
H -2.262 -0.205 6.216
H 0.349 3.851 -5.367
C -3.554 -8.448 1.025
C -3.782 -1.328 -6.351
H -5.055 1.259 4.107
H -8.880 3.659 -2.774
H 3.818 0.415 -5.293
C -3.510 -0.729 -3.207
C 2.404 0.798 -8.391
H -5.652 -2.027 2.729
H -6.283 -0.243 -0.806
C -0.835 -0.377 -5.197
C 1.695 -0.278 -9.184
H 4.650 -1.557 5.327
H 0.370 1.064 6.049
H 5.464 3.822 -1.353
H 1.658 9.080 0.840
C -0.224 -2.635 -5.986
C 0.763 2.074 5.975
H -3.133 -3.220 -2.058
C 1.103 1.087 -2.083
H 4.396 1.593 -6.478
H -2.021 2.773 -3.734
C 3.657 -3.076 1.374
H 3.051 0.399 5.584
C -1.838 -4.674 2.048
H -1.380 6.074 -1.844
C 4.693 -5.971 -2.909
O -1.115 -2.554 -3.277
C -7.981 0.332 -3.548
H -10.492 0.436 -2.626
H -2.674 0.449 0.542
C -8.213 2.875 -3.174
C 5.294 -1.633 4.465
H 7.673 -5.099 4.967
H 3.688 -1.066 3.233
H 7.632 2.821 3.381
C -6.003 0.827 -0.741
H 4.590 4.252 6.405
H -1.712 6.550 -5.136
H 3.506 3.458 -7.633
H -0.696 -2.379 0.474
C -7.165 1.794 -0.601
C -2.988 -8.026 3.406
H -3.602 -8.074 0.025
H -1.884 -1.070 -7.415
H 9.300 3.309 1.864
H 2.913 4.459 -6.328
H -3.821 -4.104 2.478
H -7.871 -2.353 3.982
H -4.510 -0.686 -2.794
H -0.194 2.309 -6.052
H -8.232 2.889 -4.260
H 0.799 5.420 -1.291
H 2.044 4.471 -7.887
N -2.574 4.209 -0.649
H 0.087 6.354 -5.207
O 3.872 -2.985 -2.547
H 2.367 -1.124 -9.304
C 6.857 2.387 2.746
C -1.626 0.795 0.459
H 2.905 -1.849 -4.059
H 0.571 6.972 0.922
C 3.747 -5.336 -1.875
N 1.314 1.765 -7.873
H 4.965 1.909 6.168
N -8.424 1.405 -1.245
C -1.404 -1.788 -5.516
H 5.806 -4.811 6.263
O 4.744 -5.401 2.706
H -0.645 -8.508 2.306
H 1.299 0.157 -10.092
H -9.602 0.223 -0.406
N -2.001 -2.467 -4.374
C -3.206 -5.017 2.552
C -2.367 -1.786 -6.704
C 0.665 -0.096 0.055
O 0.767 4.049 3.992
H -4.418 -1.436 -7.236
O 6.905 0.477 0.495
H -2.848 -1.432 4.988
H 5.413 -5.264 -3.332
N 6.616 1.883 0.274
C 5.202 2.044 -0.074
H 4.893 4.395 1.550
H -0.881 3.655 -1.756
H -8.225 0.303 -4.609
C 3.015 0.031 -7.212
C 2.816 -3.537 3.699
H 3.728 1.344 4.191
H 4.619 -5.525 5.152
H -4.310 0.999 7.638
C 6.980 4.118 0.908
H 7.092 -2.340 3.701
H -6.519 -0.448 3.218
H 6.919 1.314 2.896
C 2.327 1.863 -5.709
H -4.422 -8.909 1.458
H 1.601 1.130 -5.353
H 2.557 5.460 -1.008
H -1.071 -3.513 -3.202
C 1.539 4.970 0.750
H -2.833 -0.700 -2.358
H 4.071 -6.374 -3.715
H -5.468 -1.592 7.477
C -4.265 -2.158 -5.143
N 0.415 4.210 1.274
N -1.570 -6.985 1.492
H 3.905 1.467 -1.715
H 0.087 0.976 -2.477
H -1.145 -1.470 1.673
H -5.278 1.738 6.283
C -0.833 -5.808 2.070
C -3.085 -0.853 5.880
C -2.934 -7.449 1.977
H -0.110 2.072 -9.123
H 2.950 2.285 -9.736
N 2.797 -6.346 -1.519
H -5.824 3.478 -0.790
H 1.866 -3.286 3.241
H 7.525 4.346 -0.014
C 6.409 -2.658 4.494
C 7.251 2.668 1.307
H 0.817 -6.342 0.840
H 2.432 -4.377 -3.251
H -1.445 -3.830 2.630
C 3.281 -1.796 -3.032
H -0.309 -0.507 -4.227
C 4.286 1.553 1.033
H -1.611 0.371 -5.013
H -2.475 -9.007 3.316
H -3.824 -5.894 0.749
H -0.459 4.491 0.845
H -0.538 7.254 -3.926
H 1.787 1.381 2.777
H -8.228 2.778 1.089
H 2.201 -0.510 -6.738
C 1.644 4.924 -0.772
H 0.210 -2.312 -6.938
C -3.374 -2.056 -3.884
C 4.537 -1.724 3.150
H 2.770 -4.635 3.778
H 6.962 -2.592 5.452
H 5.756 -0.654 4.511
H 2.256 -3.796 -1.604
H -3.241 -1.602 6.669
H -3.774 -4.126 -3.387
H 5.634 1.477 -2.122
H -3.553 -1.278 3.287
H -6.634 2.350 1.387
C -0.794 6.427 -4.573
C -4.328 1.271 6.562
H 4.903 0.208 -1.054
H -4.244 -3.206 -5.469
H -2.856 -9.270 0.881
C -0.883 -0.358 -0.116
H 2.440 4.502 1.192
H 0.684 4.113 3.015
H 2.279 6.382 4.414
H -6.900 0.445 -3.372
H -2.574 3.367 -0.082
H -6.041 -3.823 4.515
H -2.573 -7.371 4.173
H -0.063 2.754 5.776
H 3.288 -4.009 0.962
H -7.907 -0.763 4.748
H 5.265 -6.770 -2.432
H 2.827 -3.172 4.731
C -8.673 1.470 -2.715
H -5.687 -3.362 6.179
H -2.767 5.642 -2.914
C 2.774 4.342 5.233
H 5.231 -1.428 2.347
C 5.478 4.416 0.610
H 0.945 4.767 6.335
H 9.191 2.737 0.220
C -6.792 3.218 -2.684
H 1.142 2.376 6.944
C -2.613 2.957 -2.843
H 3.129 -7.259 -1.267
O -0.899 5.308 -3.742
O 0.764 2.482 -9.027
O 1.106 1.127 -0.594
H 0.104 -7.012 3.590
C 1.210 1.259 3.693
H -0.626 -3.626 -5.967
H 5.405 -5.652 2.041
H 1.189 0.188 3.973
H -7.978 -2.205 5.761
C 3.080 5.632 4.506
C 2.466 8.616 1.430
H 0.924 -0.712 -8.561
C 3.517 0.991 -6.175
H 3.931 6.060 5.043
C 0.347 3.231 -6.281
C -4.215 0.559 4.202
H -3.809 -0.275 -6.094
H -6.625 4.275 -2.999
H 6.601 -6.057 3.954
H 3.898 3.595 -0.656
H 9.141 1.552 1.526
C 7.029 -5.054 4.096
H -5.246 0.918 0.043
H 2.258 8.845 2.480
H 2.233 3.982 7.355
H -4.849 -6.380 2.169
H 0.990 -4.823 1.527
H -4.396 -0.094 2.221
C 2.007 4.694 6.554
O 2.544 7.248 1.091
H -10.416 1.539 -3.994
H -1.170 -0.492 -1.160
H 4.065 -1.036 -2.855
C -10.167 1.429 -2.956
H 3.443 9.005 1.137
H -3.544 1.983 6.292
C 1.679 2.707 -6.803
H -3.240 1.030 4.027
H 4.288 1.911 -8.684
H 7.334 4.815 1.682
C 4.957 3.512 -0.437
H 1.271 6.313 2.443
N -1.259 -1.572 0.699
N 5.184 -4.081 2.944
H -7.460 3.847 -0.704
C 4.049 -3.136 2.827
C 3.941 2.264 6.175
H -10.623 2.204 -2.320
H -3.645 3.263 -3.122
O -8.723 0.089 -0.776
H 3.757 0.752 -9.994
H 4.554 -2.903 0.788
H -3.150 -5.222 3.634
C -7.524 -1.786 4.856
C -6.012 -1.709 4.814
C 3.448 1.456 -9.225
H 3.359 5.383 3.488
H 2.117 -6.039 -0.843
C -5.716 -1.176 3.384
H 0.598 -2.518 -5.286
C 5.091 -4.582 5.440
H 7.579 -4.831 3.180
H 4.682 0.642 1.464
H 5.837 2.616 3.047
C 1.420 6.421 1.354
H -3.387 0.146 -3.847
H -1.295 1.096 1.465
C 4.120 3.702 5.595
H -5.940 2.683 -3.136
C 2.602 3.845 -7.174
H 2.877 -2.316 1.219
H 1.254 -0.921 -0.313
H -4.403 -3.227 4.974
C 0.253 -5.454 1.068
O -0.697 -8.126 1.414
C 4.920 1.269 -1.326
C -7.508 2.007 0.862
C 1.838 2.077 4.848
C -4.369 -0.529 3.207
N 2.046 3.439 4.312
H -0.124 3.680 -7.155
H 4.332 -4.959 -1.039
H -2.660 1.996 -2.309
H 4.032 2.301 1.765
H 0.215 1.619 3.483
H -4.799 -2.904 -2.461
H -5.285 -1.906 -4.823
H -1.499 1.695 -0.145
H 1.729 3.896 -1.127
H 4.707 3.572 4.694
H 2.407 -1.568 -2.428
C 5.920 -4.090 4.267
H -4.001 -8.234 3.740
H 1.532 2.037 -2.337
H 7.753 0.362 0.078
C 3.005 -4.082 -2.360
C -6.774 3.132 -1.172
H 0.511 3.253 0.937
H 3.381 2.225 7.090
C -5.491 -3.112 5.130
C -3.820 -6.179 1.793
C 3.190 1.417 5.164
C -4.306 0.012 5.637
H -8.283 -0.648 -3.159
C -0.337 -6.020 3.514
O -6.038 -0.891 7.083
H 3.780 -0.600 -7.626
H -2.483 -2.811 -7.040
H -1.160 -5.818 4.202
H -2.010 -4.427 0.987
H -0.204 -5.254 0.130
H 1.678 0.230 -2.375
H -3.504 4.569 -0.823
N -5.607 -0.622 5.765
H 2.649 2.530 -4.927
H 0.479 -5.360 3.784
H -0.104 -0.123 -5.980
H 5.383 5.467 0.288
C -3.822 -3.158 -2.895
C -1.904 3.985 -1.933
H 3.335 1.224 0.588
C -1.763 5.394 -2.592
H 2.342 5.660 6.949
H 0.774 0.133 1.103
H -7.823 1.058 1.304
C 8.820 2.565 1.231

- charge = 0
- SMILES = CC1(C)CCCC(C)(C)N1O.CC1(C)CCCC(C)(C)N1O.CC1(C)CCCC(C)(C)N1O.CC1(C)CCCC(C)(C)N1O.CC1(C)CCCC(C)(C)N1O.CC1(C)CCCC(C)(C)N1O.CC1(C)CCCC(C)(C)N1O.CC1(C)CCCC(C)(C)N1O.COC[C@H](C)N.COC[C@H](C)N.COC[C@H](C)N.COC[C@H](C)N
- E (a.u.) = -5030.0578
- frontier orbital gap (eV) = 8.66
- ΔE to the lowest compared entry with this formula, charge and spin (eV) = 0.652
- highest occupied orbital energy (eV) = -8.2

Atom charges from the Löwdin analysis, given in e for atoms 1 to 4: atom 1 (H): 0.06, atom 2 (H): 0.07, atom 3 (H): 0.09, atom 4 (H): 0.08